No. 1
Density functional theory data (ωB97M-V/def2-TZVPD) for a molecular structure, C28H45CaNO3PS3Si at a distorted geometry.

Structure (ORCA input):
```
! wB97M-V def2-TZVPD RIJCOSX def2/J DEFGRID3
* xyz 1 1
Ca 0.19 -0.30 0.32
C 0.95 -0.54 4.01
C 0.35 -1.70 3.21
C 0.69 -3.03 3.87
C -1.18 -1.54 3.13
O 0.83 -1.62 1.87
Si 2.33 -2.14 1.28
S 2.31 -1.25 -0.62
O 2.46 -3.75 1.33
C 1.99 -4.80 0.50
C 0.56 -4.52 0.03
C 2.03 -6.07 1.37
C 2.93 -4.96 -0.69
O 3.36 -1.51 2.35
C 4.78 -1.56 2.45
C 5.23 -0.17 2.92
C 5.14 -2.62 3.49
C 5.44 -1.88 1.11
H 0.61 -0.57 5.05
H 0.65 0.41 3.57
H 2.03 -0.62 3.99
H 0.30 -3.05 4.89
H 1.77 -3.17 3.90
H 0.25 -3.86 3.32
H -1.63 -1.72 4.11
H -1.60 -2.26 2.43
H -1.44 -0.53 2.82
H -0.11 -4.41 0.88
H 0.20 -5.35 -0.58
H 0.54 -3.61 -0.57
H 1.29 -6.01 2.17
H 3.01 -6.16 1.82
H 1.82 -6.95 0.77
H 2.97 -4.03 -1.25
H 2.58 -5.75 -1.35
H 3.92 -5.21 -0.35
H 4.74 0.09 3.86
H 4.97 0.57 2.17
H 6.30 -0.16 3.07
H 4.74 -2.35 4.47
H 6.22 -2.71 3.57
H 4.72 -3.58 3.19
H 5.06 -1.21 0.34
H 5.20 -2.90 0.83
H 6.51 -1.77 1.19
S -1.98 -0.09 -1.87
C -3.51 -0.15 -1.27
N -4.61 0.10 -1.98
C -5.84 0.31 -1.23
C -5.70 -0.52 0.04
S -3.91 -0.54 0.39
H -4.53 0.40 -2.94
H -6.70 -0.02 -1.83
H -5.95 1.37 -0.99
H -6.02 -1.56 -0.11
H -6.22 -0.10 0.89
C 2.14 3.33 2.10
P 1.07 2.30 1.01
C -0.46 3.30 1.08
C -1.40 2.91 2.03
C -2.59 3.60 2.18
C -2.84 4.71 1.38
C -1.91 5.11 0.43
C -0.72 4.41 0.28
C 1.73 2.68 -0.65
C 3.06 3.03 -0.85
C 3.55 3.22 -2.13
C 2.71 3.05 -3.22
C 1.39 2.66 -3.03
C 0.91 2.46 -1.75
H 3.12 2.86 2.21
H 1.67 3.40 3.08
H 2.24 4.33 1.67
H -1.19 2.06 2.67
H -3.31 3.29 2.91
H -3.76 5.26 1.49
H -2.10 5.97 -0.19
H 0.01 4.72 -0.45
H 3.73 3.15 -0.01
H 4.58 3.49 -2.28
H 3.09 3.22 -4.22
H 0.75 2.50 -3.88
H -0.13 2.17 -1.60
*
```

**Frontier orbital gap**: 8.315 eV
**HOMO level**: -10.766 eV
**M**: 639.01 g mol⁻¹

These are the Löwdin partial charges, in e, on atoms 1 to 8: Ca 0.891; C -0.009; C -0.629; C -0.005; C -0.026; O -0.399; Si -0.167; S 0.274


No. 2
Density functional theory data (ωB97M-V/def2-TZVPD) for a molecular structure, C28H45F9OP2Ti at a distorted geometry.

Structure (ORCA input):
```
! wB97M-V def2-TZVPD RIJCOSX def2/J DEFGRID3
* xyz 1 2
Ti -0.14 0.08 0.28
C -1.71 1.59 0.26
C -2.10 0.67 -0.81
C -2.04 -0.53 1.19
C -1.71 0.85 1.52
C -2.27 -0.66 -0.21
C -1.76 3.10 0.12
H -1.43 3.48 -0.87
H -1.15 3.65 0.86
H -2.80 3.48 0.24
C -1.80 1.55 2.82
H -1.48 2.60 2.84
H -1.03 1.11 3.59
H -2.73 1.32 3.35
C -2.19 -1.61 2.18
H -3.25 -1.71 2.46
H -1.68 -1.41 3.12
H -1.84 -2.61 1.90
C -3.10 -1.80 -0.70
H -4.16 -1.56 -0.46
H -2.90 -2.75 -0.18
H -3.07 -2.02 -1.78
C -2.90 1.19 -1.94
H -3.85 1.61 -1.53
H -3.20 0.43 -2.67
H -2.43 2.02 -2.48
C 1.52 0.48 -3.29
C 0.53 1.32 -3.43
C -0.07 1.66 -4.78
C -0.96 0.50 -5.35
C -1.02 -0.74 -4.48
C 0.02 -1.59 -4.39
C 1.33 -1.34 -5.10
C 2.20 -0.21 -4.45
H 0.73 1.89 -5.51
H -0.52 0.22 -6.32
H -0.68 2.59 -4.70
H 2.46 0.53 -5.23
H 1.92 0.11 -2.30
H -0.02 1.83 -2.59
H 3.15 -0.66 -4.10
H 1.89 -2.28 -5.15
H -0.10 -2.58 -3.93
H 1.12 -1.04 -6.14
H -1.98 0.87 -5.58
H -2.01 -1.01 -4.07
P 1.75 1.86 0.72
C 1.35 2.65 2.28
H 2.23 3.25 2.53
H 1.21 1.98 3.12
H 0.48 3.31 2.25
C 3.40 1.28 0.98
H 3.94 2.13 1.40
H 3.87 0.99 0.03
H 3.48 0.44 1.68
C 1.92 3.32 -0.26
H 2.41 3.10 -1.21
H 2.58 3.98 0.34
H 0.98 3.84 -0.44
P 0.96 -2.33 -0.09
C -0.24 -3.60 -0.51
H 0.37 -4.43 -0.88
H -1.02 -3.36 -1.24
H -0.74 -3.95 0.41
C 2.58 -2.58 -0.80
H 2.55 -2.74 -1.89
H 2.99 -3.48 -0.32
H 3.29 -1.76 -0.58
C 1.36 -3.14 1.43
H 1.56 -4.18 1.17
H 0.54 -3.13 2.13
H 2.23 -2.72 1.90
F -1.45 0.75 5.85
C -1.38 -0.35 5.05
F -0.93 -1.39 5.75
F -2.62 -0.67 4.64
C 0.10 -0.06 3.73
O 0.19 0.00 2.27
C 0.92 0.94 4.94
F 0.85 0.39 6.17
F 2.21 1.02 4.57
F 0.43 2.19 4.98
C 0.99 -1.25 3.96
F 1.69 -1.43 5.06
F 0.21 -2.36 3.70
F 1.96 -1.11 2.96
*
```

**Frontier orbital gap (spin up / spin down)**: 7.777 / 8.077 eV
**HOMO level (spin up / spin down)**: -10.944 / -11.044 eV
**⟨S²⟩**: 0.756
**M**: 678.46 g mol⁻¹

These are the Löwdin partial charges, in e, on atoms 1 to 8: Ti 0.782; C -0.289; C -0.258; C -0.274; C -0.272; C -0.261; C -0.033; H 0.083


No. 3
Density functional theory data (ωB97M-V/def2-TZVPD) for 7 unconnected molecules or ions with the total composition C28H45N3O12 at a distorted geometry.

Structure (ORCA input):
```
! wB97M-V def2-TZVPD RIJCOSX def2/J DEFGRID3
* xyz 0 1
C -5.48 -2.66 -1.05
C -4.05 -3.22 -1.22
C -3.98 -4.67 -1.82
O -3.32 -4.44 -3.00
C -3.14 -3.18 -3.29
O -2.71 -2.79 -4.34
O -3.54 -2.41 -2.29
H -6.11 -3.39 -0.52
H -5.96 -2.44 -2.01
H -5.65 -1.79 -0.41
H -3.50 -3.12 -0.20
H -4.86 -5.24 -2.06
H -3.32 -5.26 -1.18
C 4.97 2.11 -0.01
C 3.57 2.51 0.57
C 2.54 1.43 0.34
O 2.09 1.10 1.74
C 2.78 1.84 2.59
O 2.91 1.74 3.83
O 3.59 2.63 1.93
H 4.90 1.73 -1.05
H 5.35 1.26 0.54
H 5.68 2.92 -0.05
H 3.19 3.37 -0.02
H 2.96 0.57 -0.02
H 1.74 1.81 -0.26
C -1.29 5.00 0.04
C -1.27 4.29 1.50
C -0.28 3.19 1.57
O 0.85 3.82 1.97
C 0.55 4.86 2.65
O 1.36 5.53 3.31
O -0.77 5.10 2.49
H -1.79 4.34 -0.68
H -0.24 5.29 -0.21
H -1.84 5.89 0.15
H -2.15 3.88 1.95
H -0.21 2.59 0.64
H -0.59 2.44 2.38
C 3.15 -1.81 2.35
C 4.40 -1.03 2.76
C 4.46 -1.11 4.27
O 5.57 -1.93 4.43
C 6.20 -2.20 3.33
O 7.20 -2.89 3.24
O 5.58 -1.70 2.26
H 2.24 -1.25 2.61
H 3.14 -2.74 2.85
H 3.09 -1.87 1.29
H 4.48 0.04 2.37
H 3.64 -1.61 4.77
H 4.72 -0.24 4.71
C -2.93 0.62 -1.95
C -3.17 0.57 -3.45
C -3.19 1.77 -4.39
C -3.66 1.44 -5.75
N -4.03 1.17 -6.79
H -3.14 1.59 -1.62
H -2.03 0.31 -1.49
H -3.77 0.03 -1.54
H -4.04 -0.06 -3.66
H -2.30 -0.05 -3.85
H -2.24 2.34 -4.49
H -3.82 2.63 -4.04
C 0.03 -1.28 1.86
C -1.11 -0.65 1.15
C -2.42 -0.64 1.94
C -2.62 0.59 2.80
N -2.70 1.52 3.41
H 0.74 -1.49 1.05
H -0.15 -2.39 2.18
H 0.34 -0.73 2.82
H -1.34 -1.15 0.17
H -0.94 0.32 0.82
H -2.33 -1.51 2.63
H -3.35 -0.80 1.36
C 1.32 -0.18 -2.24
C 1.21 -1.58 -2.81
C 1.34 -2.68 -1.73
C 0.10 -3.30 -1.08
N -0.85 -3.73 -0.68
H 0.95 0.44 -3.08
H 2.32 -0.02 -2.04
H 0.74 -0.05 -1.31
H 2.13 -1.68 -3.42
H 0.31 -1.68 -3.40
H 2.07 -2.40 -0.98
H 1.72 -3.56 -2.19
*
```

**Energy relative to the best compared isomer or geometry (same formula, charge and spin)**: 66.9 kcal/mol
**SMILES**: C[C@H]1COC(=O)O1.C[C@H]1COC(=O)O1.C[C@H]1COC(=O)O1.C[C@H]1COC(=O)O1.CCCC#N.CCCC#N.CCCC#N
**Frontier orbital gap**: 10.525 eV
**HOMO level**: -10.671 eV
**M**: 615.68 g mol⁻¹

These are the Löwdin partial charges, in e, on atoms 1 to 8: C -0.036; C -0.271; C -0.098; O 0.084; C -0.620; O 0.143; O 0.035; H 0.086


No. 4
Density functional theory data (ωB97M-V/def2-TZVPD) for a molecular structure, C28H46BrN3NiP2 at a distorted geometry.

Structure (ORCA input):
```
! wB97M-V def2-TZVPD RIJCOSX def2/J DEFGRID3
* xyz 2 3
N 1.96 -7.05 1.17
C 2.88 -6.22 1.67
C 2.90 -4.85 1.35
C 1.89 -4.31 0.52
C 0.94 -5.23 0.00
C 1.02 -6.58 0.35
C 1.70 -2.91 0.35
Ni 0.52 -0.59 -0.05
P -2.57 2.89 0.64
C 0.35 -2.41 0.15
C -0.36 -2.23 1.44
C -1.70 -2.65 1.59
C -2.46 -2.20 2.68
C -1.91 -1.26 3.55
C -0.51 -1.10 3.58
C 0.27 -1.68 2.57
Br -3.02 0.02 4.30
H 2.53 -2.22 0.53
H -0.22 -2.85 -0.65
H 3.65 -4.23 1.83
H 0.12 -4.90 -0.63
H 3.62 -6.67 2.34
H 0.28 -7.29 -0.06
H -2.14 -3.30 0.82
H 1.36 -1.66 2.58
H -3.49 -2.52 2.79
H -0.02 -0.49 4.34
P 0.39 -0.30 -2.01
C -2.34 2.83 2.45
C -3.60 3.19 3.25
H -1.51 3.52 2.71
H -2.01 1.81 2.64
H -3.38 3.11 4.32
H -3.90 4.23 3.05
H -4.44 2.53 3.01
C -3.22 1.27 0.14
C -4.62 1.50 -0.46
H -3.25 0.62 1.02
H -2.53 0.83 -0.60
H -5.05 0.56 -0.81
H -5.30 1.94 0.28
H -4.56 2.20 -1.31
C -0.87 3.09 0.06
C -0.57 4.58 -0.09
H -0.79 2.56 -0.89
H -0.23 2.59 0.79
H 0.24 4.75 -0.81
H -1.45 5.13 -0.45
H -0.27 5.03 0.88
C 1.12 1.30 -2.49
C 1.23 1.55 -3.98
H 2.10 1.36 -2.00
H 0.50 2.07 -2.01
H 2.14 1.10 -4.40
H 0.36 1.18 -4.55
H 1.29 2.64 -4.14
C -1.24 -0.30 -2.81
C -2.18 -1.44 -2.45
H -1.03 -0.31 -3.89
H -1.69 0.68 -2.57
H -1.86 -2.39 -2.90
H -2.29 -1.60 -1.37
H -3.18 -1.22 -2.85
C 1.37 -1.53 -2.97
C 2.90 -1.33 -2.92
H 0.99 -1.45 -4.00
H 1.10 -2.53 -2.59
H 3.38 -2.30 -3.05
H 3.23 -0.68 -3.74
H 3.24 -0.89 -1.98
C 2.53 3.72 1.52
N 2.97 2.73 0.52
C 4.18 3.01 -0.27
C 2.32 1.63 0.45
N 1.46 0.81 0.61
H 3.27 4.51 1.54
H 2.46 3.24 2.50
H 1.54 4.11 1.26
H 4.91 2.19 -0.15
H 3.94 3.12 -1.34
H 4.60 3.94 0.10
*
```

**Energy relative to the best compared isomer or geometry (same formula, charge and spin)**: 45.3 kcal/mol
**Frontier orbital gap (spin up / spin down)**: 6.332 / 4.227 eV
**HOMO level (spin up / spin down)**: -12.188 / -13.348 eV
**⟨S²⟩**: 2.040
**M**: 625.24 g mol⁻¹

These are the Löwdin partial charges, in e, on atoms 1 to 8: N 0.066; C -0.119; C -0.003; C -0.225; C -0.011; C -0.122; C -0.049; Ni 0.191


No. 5
Density functional theory data (ωB97M-V/def2-TZVPD) for a molecular structure, C28H46BrN3OsP2S at a distorted geometry.

Structure (ORCA input):
```
! wB97M-V def2-TZVPD RIJCOSX def2/J DEFGRID3
* xyz 4 5
C 2.23 4.20 -0.63
C 1.20 3.34 -1.07
C 0.92 3.29 -2.45
C 1.65 4.11 -3.33
N 2.60 4.94 -2.89
C 2.91 4.98 -1.59
C 0.45 2.59 -0.06
C -0.04 2.64 1.18
C -1.10 3.20 1.91
C -1.74 2.42 2.95
C -2.60 1.49 2.43
C -2.65 1.45 0.98
C -2.83 2.77 0.39
C -2.01 3.74 0.92
Os -0.51 0.81 0.41
P 1.41 -0.22 -0.23
H 0.13 2.63 -2.83
H 2.47 4.29 0.43
H 1.42 4.10 -4.39
H 3.68 5.68 -1.26
H -1.99 4.77 0.57
H -1.64 2.59 4.02
H -3.52 2.88 -0.45
H -3.24 0.83 3.02
C 1.71 -2.03 -0.01
C 2.86 -2.64 -0.80
H 0.77 -2.55 -0.26
H 1.85 -2.22 1.07
H 3.00 -3.68 -0.48
H 2.68 -2.65 -1.88
H 3.80 -2.12 -0.62
C 1.72 0.05 -2.03
C 3.07 0.63 -2.42
H 0.91 0.71 -2.37
H 1.55 -0.91 -2.54
H 3.04 0.88 -3.49
H 3.29 1.57 -1.89
H 3.89 -0.07 -2.26
C 2.78 0.59 0.73
C 4.16 -0.04 0.71
H 2.40 0.65 1.76
H 2.82 1.63 0.37
H 4.81 0.56 1.35
H 4.16 -1.06 1.09
H 4.61 -0.04 -0.29
Br -3.72 -0.07 0.12
P -1.56 -2.01 -2.11
C -0.46 -2.95 -3.25
C -1.03 -4.25 -3.79
H 0.47 -3.15 -2.67
H -0.19 -2.27 -4.07
H -0.21 -4.74 -4.34
H -1.35 -4.93 -2.99
H -1.85 -4.10 -4.50
C -2.72 -3.11 -1.23
C -3.98 -3.56 -1.96
H -3.03 -2.55 -0.33
H -2.15 -3.98 -0.87
H -4.54 -4.20 -1.27
H -4.63 -2.71 -2.20
H -3.77 -4.16 -2.85
C -2.56 -0.86 -3.14
C -3.19 -1.45 -4.40
H -1.89 -0.03 -3.42
H -3.32 -0.41 -2.48
H -3.64 -0.63 -4.97
H -2.43 -1.90 -5.06
H -3.98 -2.17 -4.19
C 1.06 1.13 4.84
N 0.50 0.64 3.58
C -0.17 -0.49 3.42
S -0.68 -1.01 1.84
N -0.51 -1.26 4.49
C -1.16 -0.70 5.68
H 1.41 0.28 5.44
H 0.32 1.70 5.41
H 1.92 1.77 4.60
H 0.66 1.22 2.75
H -0.86 -2.19 4.23
H -1.84 -1.45 6.09
H -0.41 -0.42 6.43
H -1.76 0.19 5.42
*
```

**Energy relative to the best compared isomer or geometry (same formula, charge and spin)**: 0.0 kcal/mol
**Frontier orbital gap (spin up / spin down)**: 5.057 / 4.950 eV
**HOMO level (spin up / spin down)**: -19.851 / -19.881 eV
**⟨S²⟩**: 6.142
**M**: 788.85 g mol⁻¹

These are the Löwdin partial charges, in e, on atoms 1 to 8: C 0.023; C -0.229; C -0.004; C -0.060; N 0.144; C -0.050; C -0.130; C -0.140